Record 1
ORCA calculation (ωB97M-V/def2-TZVPD) on a cluster of 2 separate species, C7H15N2O3P in total at a distorted geometry.

Each line ends with the natural charge from an NBO analysis.
Atoms and positions in Å:
P (2.555481, -0.893013, 0.642031)  1.03
O (3.304758, 0.051567, 1.888022)  -0.99
O (-2.159536, -0.954517, -1.319581)  -0.34
O (-2.878732, 0.999220, 1.537707)  -0.58
N (-2.917742, -0.353116, -0.290581)  -0.18
N (-2.826688, -2.676292, 0.006131)  -0.43
C (-2.448566, 0.761112, 0.427146)  0.67
C (-1.500134, 1.523553, -0.443160)  -0.51
C (-2.099136, -2.291705, -0.993300)  0.35
C (2.372756, 0.647841, -0.384674)  -0.94
C (-0.958685, 2.781247, 0.230403)  -0.59
C (-3.446028, -1.480779, 0.495760)  -0.11
C (4.024830, -1.583037, -0.383072)  -0.95
H (3.221112, 1.247237, -0.182489)  0.24
H (-3.447681, -1.318190, 1.537441)  0.23
H (3.927410, -2.404624, -1.003045)  0.23
H (4.689873, -0.755918, -0.705278)  0.23
H (-4.584805, -1.638928, 0.251719)  0.18
H (3.767574, -0.447816, 2.571713)  0.49
H (-0.694434, 2.564352, 1.172642)  0.22
H (1.505123, 1.295069, -0.185636)  0.22
H (-0.184942, 3.222454, -0.413092)  0.21
H (2.304549, 0.219366, -1.368459)  0.22
H (4.496608, -1.962430, 0.531901)  0.22
H (-0.649085, 0.857522, -0.608611)  0.23
H (-1.942264, 1.835221, -1.395111)  0.24
H (-1.777071, -2.817701, -1.839544)  0.20
H (-1.654538, 3.572316, 0.223010)  0.21

Forces on the atoms, in the same order (eV/Å):
P 0.59 1.38 -0.24
O 0.06 -1.06 -0.95
O 0.60 0.38 0.04
O 0.41 0.05 -0.80
N -0.82 -0.88 1.74
N 2.40 0.33 -1.80
C -0.10 -0.60 -1.13
C 0.79 1.39 0.65
C -3.13 0.87 1.93
C -1.63 -0.87 0.63
C -0.40 0.28 -3.91
C -3.48 -0.43 -1.72
C 0.39 2.69 3.61
H 1.16 0.42 -0.26
H 0.67 0.29 1.19
H -0.65 -1.30 -1.51
H -0.49 -0.59 -0.29
H 1.76 0.43 0.35
H -0.28 -0.16 -0.06
H 1.43 -0.43 3.41
H 0.08 -0.54 0.08
H 0.42 -0.48 0.52
H 0.13 0.43 -0.79
H 0.63 -0.37 -0.22
H -0.20 -0.10 -0.39
H -0.08 -0.68 0.08
H 1.09 -1.20 -0.52
H -1.36 0.74 0.36

* spin multiplicity: 1
* energy relative to the best compared isomer or geometry (same formula, charge and spin): 47.8 kcal/mol
* structure (SMILES): CCC(=O)N1CN=CO1.CP(C)O
* E_HOMO: -8.94 eV

---

Record 2
ORCA calculation (ωB97M-V/def2-TZVPD) on a cluster of 2 separate species, C7H15N2P in total at a distorted geometry.

Each line ends with the natural charge from an NBO analysis.
Atoms and positions in Å:
P (-3.666772, -1.415588, -0.345543)  0.41
N (0.852515, -0.042676, -0.605450)  -0.17
N (1.877185, 0.113984, 0.151640)  -0.25
C (0.101586, 1.020138, -0.850118)  -0.04
C (-2.478277, 0.432386, 1.364970)  -0.66
C (2.616153, -0.872879, 0.634902)  -0.06
C (0.313079, -1.339928, -0.964168)  -0.44
C (-3.379258, 0.153194, 0.162550)  -0.62
C (3.926349, -0.357202, 1.278205)  -0.64
C (0.596786, 2.383653, -0.736020)  -0.66
H (1.093003, -2.013584, -1.343119)  0.21
H (-0.172646, -1.963967, -0.198269)  0.21
H (1.359259, 2.529446, -0.030660)  0.24
H (1.000583, 2.692177, -1.745359)  0.21
H (-0.775976, 0.844135, -1.419329)  0.18
H (-3.053263, 0.786622, 2.195015)  0.22
H (4.308022, -1.034950, 2.032425)  0.21
H (-1.555558, 1.027820, 1.176623)  0.24
H (-0.449697, -1.073087, -1.655081)  0.22
H (2.548615, -1.809908, 0.257547)  0.15
H (-3.685317, 0.975444, -0.394852)  0.21
H (4.850582, -0.354749, 0.514174)  0.20
H (-0.261753, 3.046008, -0.525861)  0.22
H (-2.135439, -0.674747, 1.575011)  0.20
H (3.708490, 0.668716, 1.687033)  0.23

Forces on the atoms, in the same order (eV/Å):
P -0.08 0.92 0.16
N -0.37 -2.41 0.34
N 2.67 -0.68 2.04
C -1.28 1.30 -0.34
C 0.92 -3.16 -0.73
C 0.90 4.88 -0.03
C 0.41 -0.76 0.18
C 1.29 -1.59 0.66
C 0.58 -0.09 -1.47
C -0.95 1.02 -1.85
H -0.15 0.47 -0.48
H 0.19 0.78 0.57
H 0.92 0.09 1.03
H -0.18 0.04 0.81
H -0.57 -0.15 -0.39
H -0.19 0.37 0.57
H -0.24 0.01 0.51
H -0.89 -0.23 -0.08
H -0.43 -0.56 -0.99
H -0.36 -3.14 -0.75
H -0.88 1.45 -0.99
H -2.15 0.38 1.28
H 0.45 -0.06 -0.06
H -0.19 2.22 0.45
H 0.58 -1.10 -0.44

* spin multiplicity: 3
* E_HOMO (spin up / spin down): -5.78 / -8.88 eV

---

Total energy (Ha)
-952.2080 -726.3541